Record 1
Below is the molecule C3H4BrFO in a non-equilibrium geometry, with properties calculated with wB97M-V/def2-TZVPD.

## Properties
E_tot = -2865.81978 Eh
SMILES string = C[C@@H](Br)C(=O)F
relative energy (zero: lowest compared OMol25 entry of this formula, charge and spin) = 26.3 kJ/mol
max |F| = 5.7 eV Å⁻¹
HOMO level = -10.777 eV
frontier orbital gap = 10.991 eV
M = 154.97 g mol⁻¹

Structure (XYZ):
```
10
Properties=species:S:1:pos:R:3:forces:R:3:nbo_charge:R:1
C 0.442 0.089 1.299 0.367 -0.402 0.968 0.84
C 0.099 0.312 -1.206 -5.358 -1.726 0.990 -0.61
C -0.598 -0.088 0.170 1.866 0.259 1.016 -0.34
O 0.311 0.442 2.423 -0.815 0.269 -0.571 -0.51
F 1.704 -0.303 0.960 -0.426 -0.028 -0.713 -0.35
Br -1.044 -2.005 0.296 0.092 0.315 -0.258 0.03
H 1.083 0.124 -1.303 3.294 -1.189 0.346 0.23
H -0.467 -0.348 -1.925 0.593 1.455 0.070 0.23
H -0.006 1.358 -1.274 -0.624 1.267 -0.741 0.22
H -1.523 0.420 0.559 1.010 -0.220 -1.108 0.26
```
Positions in Å, forces in eV/Å.



Record 2
Below is a structure of composition C30H48GaN3O4SSeSi in a non-equilibrium geometry, with properties calculated with wB97M-V/def2-TZVPD.

## Properties
E_tot = -6651.23979 Eh
relative energy (zero: lowest compared OMol25 entry of this formula, charge and spin) = 0.0 kJ/mol
max |F| = 1.1 eV Å⁻¹
HOMO level (spin up / spin down) = -7.885 / -5.648 eV
frontier orbital gap (spin up / spin down) = 7.926 / 5.399 eV
M = 723.57 g mol⁻¹

Structure (XYZ):
```
89
Properties=species:S:1:pos:R:3:forces:R:3:lowdin_charge:R:1
Ga 1.541 -0.262 0.545 0.314 -0.817 0.631 0.25
Se 2.742 2.765 4.059 0.080 0.327 -0.009 0.99
N 2.586 1.513 5.319 -0.047 -0.301 0.376 -0.28
C 2.192 0.396 4.719 0.024 0.080 -0.038 -0.41
C 1.965 -0.857 5.312 0.015 0.017 0.080 -0.02
C 1.599 -1.926 4.493 0.024 -0.038 -0.128 -0.09
C 1.439 -1.757 3.134 0.103 -0.228 0.045 -0.18
N 1.614 -0.559 2.527 -0.144 0.480 -0.446 -0.01
C 2.001 0.503 3.279 0.168 0.439 -0.110 -0.47
N 2.242 1.671 2.725 -0.088 -0.349 -0.180 -0.28
H 2.099 -0.981 6.378 -0.008 0.017 0.000 0.11
H 1.435 -2.906 4.919 0.000 -0.016 -0.032 0.10
H 1.161 -2.572 2.478 -0.064 -0.019 0.071 0.09
C 1.351 3.744 -0.747 -0.163 0.115 0.248 0.03
C 1.035 2.305 -0.944 0.012 -0.069 -0.313 -0.40
C 0.815 1.771 -2.314 -0.005 -0.109 -0.053 0.02
O 1.002 1.560 0.031 0.004 0.169 0.360 0.01
H 0.704 4.378 -1.353 0.020 -0.020 -0.051 0.09
H 2.383 3.898 -1.079 0.003 -0.052 -0.077 0.10
H 1.276 4.005 0.307 0.029 -0.016 -0.016 0.10
H 0.791 2.553 -3.068 0.037 -0.002 -0.010 0.10
H -0.110 1.192 -2.309 -0.010 0.018 0.041 0.08
H 1.627 1.076 -2.532 -0.003 0.053 -0.010 0.06
C 5.387 -1.643 -0.985 -0.023 0.104 0.005 -0.04
C 4.137 -0.769 -1.212 0.082 -0.115 0.078 -0.58
C 3.214 -1.521 -2.174 0.004 0.123 0.145 -0.07
C 3.435 -0.496 0.093 -0.236 0.249 -0.225 0.00
C 4.566 0.606 -1.738 -0.050 0.040 -0.101 -0.17
C 4.089 1.129 -2.937 0.102 -0.078 -0.024 -0.06
C 4.412 2.420 -3.338 0.002 0.076 -0.071 -0.09
C 5.241 3.210 -2.559 0.003 0.022 0.018 -0.10
C 5.766 2.685 -1.384 0.000 -0.021 -0.006 -0.08
C 5.429 1.405 -0.981 -0.047 0.002 0.032 -0.03
H 5.096 -2.639 -0.650 -0.012 0.004 0.002 0.09
H 6.045 -1.214 -0.230 0.007 0.016 0.007 0.08
H 5.950 -1.732 -1.916 0.012 -0.055 0.007 0.09
H 2.925 -2.461 -1.704 -0.015 -0.037 -0.061 0.09
H 3.707 -1.742 -3.123 -0.021 0.010 -0.014 0.09
H 2.292 -0.967 -2.365 0.001 -0.056 -0.061 0.06
H 4.093 -0.128 0.879 0.001 -0.114 0.075 0.05
H 3.473 0.519 -3.585 -0.013 0.036 0.029 0.10
H 4.020 2.806 -4.271 0.004 -0.020 0.004 0.10
H 5.484 4.221 -2.861 0.024 -0.023 -0.038 0.10
H 6.444 3.275 -0.780 -0.035 0.018 0.019 0.10
H 5.833 1.028 -0.051 -0.002 -0.016 0.015 0.11
C -1.880 -1.465 3.279 -0.018 0.103 -0.209 -0.02
C -2.714 -0.319 2.720 -0.120 -0.087 0.298 -0.63
C -4.182 -0.724 2.598 0.143 0.078 -0.170 -0.02
C -2.574 0.912 3.609 0.057 -0.029 -0.140 -0.02
O -2.212 0.070 1.437 -0.057 0.130 0.089 -0.13
Si -1.933 -0.636 0.006 0.236 -0.222 -0.003 -0.08
S -0.079 -1.686 -0.102 -0.240 0.109 -0.284 0.54
O -3.153 -1.662 -0.339 0.153 0.005 -0.158 -0.15
C -3.425 -2.884 -1.042 -0.252 -0.216 0.026 -0.64
C -2.601 -3.052 -2.318 -0.002 0.310 0.186 -0.03
C -3.161 -4.046 -0.087 0.081 0.218 -0.039 -0.03
C -4.905 -2.828 -1.416 0.090 0.020 0.077 -0.03
O -1.870 0.618 -1.046 -0.162 0.074 -0.249 -0.17
C -2.949 1.439 -1.547 -0.043 0.123 -0.077 -0.61
C -4.176 1.438 -0.633 0.272 -0.075 0.112 -0.03
C -2.409 2.869 -1.631 0.019 -0.151 0.009 -0.02
C -3.311 0.906 -2.931 0.077 0.058 0.178 -0.01
H -2.209 -1.727 4.284 -0.027 -0.016 0.004 0.10
H -0.833 -1.167 3.322 -0.107 -0.024 0.036 0.06
H -1.962 -2.344 2.634 0.004 -0.044 0.039 0.09
H -4.553 -1.111 3.548 0.004 0.037 0.023 0.09
H -4.286 -1.493 1.834 -0.059 -0.062 0.039 0.07
H -4.788 0.134 2.303 -0.027 -0.008 0.010 0.09
H -3.008 0.723 4.592 0.020 0.006 0.020 0.09
H -3.088 1.760 3.153 -0.032 -0.013 0.023 0.08
H -1.521 1.173 3.727 0.001 -0.002 0.029 0.09
H -1.554 -3.218 -2.087 0.190 -0.013 0.010 0.05
H -2.679 -2.160 -2.943 -0.008 -0.051 -0.012 0.08
H -2.977 -3.907 -2.880 0.008 0.006 0.006 0.09
H -2.109 -4.042 0.202 -0.010 -0.060 0.029 0.07
H -3.394 -4.996 -0.569 0.011 -0.021 0.015 0.09
H -3.773 -3.943 0.811 -0.008 -0.016 -0.005 0.09
H -5.079 -2.053 -2.165 -0.017 0.016 0.004 0.08
H -5.514 -2.606 -0.539 0.015 -0.029 0.010 0.09
H -5.212 -3.789 -1.830 -0.068 0.019 -0.019 0.09
H -3.916 1.871 0.333 -0.047 -0.016 0.018 0.09
H -4.544 0.427 -0.470 -0.062 -0.048 -0.015 0.08
H -4.968 2.035 -1.085 0.003 -0.008 -0.024 0.09
H -1.874 3.102 -0.709 -0.058 0.045 0.030 0.09
H -3.233 3.573 -1.742 0.032 0.044 -0.057 0.09
H -1.732 2.992 -2.478 0.014 -0.002 0.011 0.07
H -3.627 -0.133 -2.844 -0.075 0.016 -0.056 0.06
H -2.441 0.955 -3.588 -0.013 -0.042 -0.016 0.09
H -4.119 1.492 -3.373 -0.005 -0.008 -0.014 0.09
```
Positions in Å, forces in eV/Å.